Density functional theory data (ωB97M-V/def2-TZVPD) for a molecular structure, C27H23CoN2O2S.

## Properties
LUMO (spin up / spin down): 2.4 / 2.4 eV
2S+1: 2
energy relative to the best compared isomer or geometry (same formula, charge and spin): 0.341 eV
expectation value of S²: 0.793
total charge: -1
calculated total energy: -3083.7143 Eh

Geometry (Å):
Co -0.368 -0.187 -1.121
S -1.505 -1.300 2.975
C -0.648 0.210 3.095
C -0.375 0.977 4.222
C 0.332 2.155 4.056
C 0.755 2.562 2.786
C 0.483 1.802 1.666
C -0.224 0.612 1.825
N -0.562 -0.265 0.809
C -1.227 -1.305 1.254
C -1.649 -2.298 0.296
C -2.428 -3.417 0.614
C -2.804 -4.270 -0.399
C -2.410 -3.978 -1.715
C -1.654 -2.859 -2.008
C -1.220 -1.961 -1.009
H -0.708 0.661 5.202
H 0.555 2.769 4.919
H 1.301 3.490 2.679
H 0.791 2.105 0.675
H -2.742 -3.609 1.636
H -3.404 -5.146 -0.188
H -2.711 -4.649 -2.513
H -1.386 -2.653 -3.039
O 1.117 0.223 -4.787
C 0.859 0.051 -3.596
O -0.267 -0.144 -3.051
C 2.039 0.055 -2.619
C 3.332 0.402 -3.081
C 4.372 0.385 -2.208
C 4.149 -0.039 -0.873
C 5.187 -0.138 0.085
C 4.933 -0.603 1.343
C 3.626 -1.008 1.694
C 2.604 -0.912 0.794
C 2.838 -0.401 -0.505
N 1.785 -0.298 -1.379
H 3.427 0.678 -4.121
H 5.372 0.670 -2.514
H 6.189 0.157 -0.205
H 5.733 -0.675 2.069
H 3.432 -1.402 2.684
H 1.604 -1.235 1.038
C -3.782 0.733 -0.538
C -2.679 1.743 -0.227
C -3.244 3.165 -0.293
C -1.490 1.543 -1.163
H -4.649 0.859 0.119
H -3.419 -0.291 -0.446
H -4.119 0.863 -1.571
H -2.364 1.580 0.814
H -3.547 3.398 -1.318
H -2.488 3.897 0.002
H -4.116 3.295 0.357
H -0.782 2.380 -1.023
H -1.843 1.626 -2.199

---

Density functional theory data (ωB97M-V/def2-TZVPD) for a single C4H4FN molecule at a distorted geometry.

## Properties
SMILES: C/C(F)=C\C#N
LUMO: 0.6 eV
energy relative to the best compared isomer or geometry (same formula, charge and spin): 0.896 eV
total charge: 0
calculated total energy: -309.3889 Eh

Geometry (Å):
C 0.798 1.436 -0.045
C 0.700 -0.012 -0.013
F 2.007 -0.700 0.132
C -0.268 -0.830 -0.171
C -1.591 -0.332 -0.096
N -2.593 0.166 0.171
H 1.099 1.975 0.944
H -0.166 1.897 -0.350
H 1.427 1.599 -0.909
H -0.102 -1.908 -0.120

---

Density functional theory data (ωB97M-V/def2-TZVPD) for a molecular structure, C4H5CaLiO3 at a distorted geometry.

## Properties
LUMO (spin up / spin down): -4.9 / -5.0 eV
2S+1: 2
energy relative to the best compared isomer or geometry (same formula, charge and spin): 8.078 eV
expectation value of S²: 0.755
total charge: +1
calculated total energy: -1065.7389 Eh

Geometry (Å):
O 2.027 -0.167 0.068
Li 1.686 1.981 0.228
O 2.813 0.724 0.882
C 1.048 -0.753 0.822
C -0.292 -0.961 0.304
H -0.583 -1.958 0.715
H 1.566 -1.555 1.357
H 0.180 -0.755 1.798
O -1.890 -0.028 -2.109
C -1.416 0.992 -1.467
C -0.739 0.814 -0.269
Ca -1.985 -1.715 -1.110
H -0.782 1.394 0.652
H -1.633 1.989 -1.873

---

Density functional theory data (ωB97M-V/def2-TZVPD) for a molecular structure, C25H27FHfN8O11S4 at a distorted geometry.

## Properties
LUMO: -0.4 eV
energy relative to the best compared isomer or geometry (same formula, charge and spin): 0.054 eV
total charge: 0
calculated total energy: -3975.5151 Eh

Geometry (Å):
Hf 0.355 -0.010 -0.081
N -0.564 -4.263 -1.927
C -0.810 -2.989 -1.534
S -1.480 -2.676 -0.003
N -0.526 -2.094 -2.485
N -0.560 -0.798 -2.082
C -0.589 0.051 -3.045
C -0.630 1.481 -2.755
C -0.627 2.435 -3.763
C -0.723 3.768 -3.411
C -0.834 4.106 -2.070
C -0.808 3.094 -1.127
N -0.711 1.808 -1.459
H -0.573 -4.978 -1.223
H 0.017 -4.394 -2.738
H -0.579 -0.306 -4.069
H -0.543 2.124 -4.796
H -0.714 4.536 -4.173
H -0.923 5.134 -1.751
H -0.866 3.306 -0.068
O 4.219 0.984 -0.728
S 2.965 1.283 -0.107
O 1.819 1.566 -1.000
O 2.458 0.220 0.806
C 3.210 2.764 0.843
C 4.331 3.510 0.513
C 4.571 4.723 1.144
C 3.693 5.192 2.102
C 2.568 4.450 2.442
C 2.323 3.236 1.823
S 0.895 2.343 2.386
O -0.046 3.286 2.924
O 1.375 1.342 3.301
O 0.357 1.765 1.099
H 5.008 3.130 -0.238
H 5.448 5.299 0.881
H 3.878 6.139 2.592
H 1.869 4.805 3.187
C 0.055 -1.172 4.376
S 0.970 -1.417 2.879
C 0.703 -3.164 2.716
O 0.002 -0.829 1.821
H -0.955 -1.547 4.214
H 0.061 -0.108 4.595
H 0.565 -1.725 5.165
H 1.188 -3.643 3.568
H 1.148 -3.478 1.775
H -0.368 -3.356 2.687
C -3.528 -0.333 -1.509
C -3.230 0.338 -0.216
N -2.102 0.420 0.475
C -2.398 1.177 1.598
C -3.704 1.529 1.597
N -4.215 0.992 0.439
H -3.075 0.195 -2.347
H -4.607 -0.355 -1.664
H -3.140 -1.350 -1.497
H -1.669 1.401 2.351
H -4.296 2.095 2.292
H -5.164 1.055 0.116
F 5.361 -1.544 3.044
C 4.770 -2.410 2.215
C 4.580 -2.125 0.928
N 3.974 -3.012 0.058
C 3.530 -2.537 -1.243
C 2.264 -1.723 -1.124
O 2.033 -0.806 -1.919
O 1.464 -1.947 -0.151
C 3.485 -4.226 0.492
O 2.877 -5.001 -0.216
N 3.733 -4.495 1.825
C 4.298 -3.660 2.789
O 4.356 -3.986 3.953
H 4.870 -1.169 0.509
H 3.343 -3.411 -1.866
H 4.295 -1.912 -1.698
H 3.382 -5.382 2.158

---

Density functional theory data (ωB97M-V/def2-TZVPD) for 2 unconnected molecules or ions with the total composition C4H11NS.

## Properties
SMILES: C=NC.CSC
LUMO: 0.9 eV
energy relative to the best compared isomer or geometry (same formula, charge and spin): 1.216 eV
total charge: 0
calculated total energy: -611.8974 Eh

Geometry (Å):
C 2.505 -0.457 -0.456
N 2.092 -1.207 0.473
C 1.578 -0.528 1.666
H 2.992 -0.902 -1.319
H 2.377 0.626 -0.371
H 1.240 -1.290 2.357
H 0.718 0.109 1.430
H 2.325 0.132 2.105
C -2.093 0.662 0.839
S -1.170 1.022 -0.656
C -1.157 -0.617 -1.367
H -1.656 -0.171 1.390
H -3.131 0.407 0.642
H -2.080 1.537 1.486
H -0.764 -0.592 -2.386
H -0.496 -1.285 -0.812
H -2.147 -1.067 -1.454